[1]
# CsH4O2

A structure of composition CsH4O2 (ωB97M-V with the def2-TZVPD basis set, the Open Molecules 2025 dataset).

Output
Molecular weight ... 168.94 g/mol
Energy above the lowest of the compared OMol25 structures with the same formula, charge and spin ... 69.1 kcal/mol

```
! RIJCOSX wB97M-V def2-TZVPD def2/J DEFGRID3
* xyz 1 1
Cs 0.030 0.160 -0.313
O -1.293 1.590 0.709
H -2.105 1.104 0.854
H -1.579 2.486 0.528
O 2.030 -1.695 -0.597
H 1.352 -1.371 -1.188
H 1.565 -2.274 0.007
*
```

[2]
# C2H3O2S

A cluster of 2 separate species, C2H3O2S in total (ωB97M-V with the def2-TZVPD basis set, the Open Molecules 2025 dataset).

Output
Molecular weight ... 91.11 g/mol
Energy above the lowest of the compared OMol25 structures with the same formula, charge and spin ... 96.6 kcal/mol

```
! RIJCOSX wB97M-V def2-TZVPD def2/J DEFGRID3
* xyz -1 1
C -1.706 -0.293 0.160
C -0.840 0.701 0.232
O 2.387 1.234 -0.280
O 2.324 -1.259 -0.273
S 2.237 -0.049 0.541
H -1.987 -0.770 -0.803
H -2.308 -0.582 0.955
H -0.107 1.018 -0.533
*
```

[3]
# C4H8N4

An isolated molecule of C4H8N4 (ωB97M-V with the def2-TZVPD basis set, the Open Molecules 2025 dataset).

Output
SMILES ... CN(C)n1cncn1
Molecular weight ... 112.14 g/mol
Energy above the lowest of the compared OMol25 structures with the same formula, charge and spin ... 71.3 kcal/mol

```
! RIJCOSX wB97M-V def2-TZVPD def2/J DEFGRID3
* xyz 0 1
C 0.384 1.878 -0.333
N -0.351 0.591 -0.707
C -1.640 0.551 -0.141
N 0.408 -0.509 -0.204
C 0.676 -0.936 1.083
N 1.090 -2.124 1.119
C 1.142 -2.503 -0.165
N 0.784 -1.472 -0.969
H 1.275 1.944 -1.067
H -0.377 2.834 -0.591
H 0.691 1.895 0.774
H -1.701 0.586 0.898
H -2.206 -0.249 -0.671
H -2.237 1.406 -0.512
H 0.498 -0.441 2.109
H 1.562 -3.449 -0.623
*
```

[4]
# C4H5N3O

An isolated molecule of C4H5N3O (ωB97M-V with the def2-TZVPD basis set, the Open Molecules 2025 dataset).

Output
SMILES ... C#CC(=O)N/C=N/N
Molecular weight ... 111.10 g/mol
Energy above the lowest of the compared OMol25 structures with the same formula, charge and spin ... 165.8 kcal/mol

```
! RIJCOSX wB97M-V def2-TZVPD def2/J DEFGRID3
* xyz 0 1
C 3.798 -0.353 -0.131
C 2.514 -0.105 0.037
C 1.041 -0.353 -0.174
O 0.613 -1.550 -0.086
N 0.308 0.804 -0.146
C -1.056 0.553 -0.233
N -1.710 -0.504 -0.569
N -3.093 -0.506 0.049
H 4.722 -0.132 -0.047
H 0.986 1.645 0.038
H -1.573 1.417 0.168
H -3.512 -1.351 0.594
H -3.038 0.434 0.501
*
```

[5]
# C28H20BBrF4IPRhSbSe4

A structure of composition C28H20BBrF4IPRhSbSe4 (ωB97M-V with the def2-TZVPD basis set, the Open Molecules 2025 dataset).

Output
Molecular weight ... 1221.56 g/mol
Energy above the lowest of the compared OMol25 structures with the same formula, charge and spin ... 7.1 kcal/mol

```
! RIJCOSX wB97M-V def2-TZVPD def2/J DEFGRID3
* xyz -2 5
Rh 0.394 0.148 0.394
C -4.330 -2.031 -3.310
C -3.356 -2.637 -2.532
C -2.551 -1.869 -1.708
C -2.712 -0.491 -1.651
C -3.684 0.115 -2.443
C -4.490 -0.653 -3.269
P -1.718 0.431 -0.433
C -1.890 2.166 -0.943
C -1.380 2.527 -2.192
C -1.329 3.858 -2.570
C -1.801 4.841 -1.708
C -2.312 4.488 -0.469
C -2.348 3.155 -0.081
C -2.741 0.227 1.066
C -4.096 0.419 1.109
C -4.814 0.119 2.284
C -4.161 -0.399 3.369
C -2.762 -0.620 3.349
C -2.074 -1.179 4.454
C -0.725 -1.369 4.375
C -0.001 -0.997 3.219
C -0.606 -0.453 2.112
C -2.031 -0.280 2.186
H -4.944 -2.630 -3.970
H -3.188 -3.703 -2.597
H -1.763 -2.342 -1.135
H -3.809 1.191 -2.419
H -5.237 -0.171 -3.889
H -0.989 1.764 -2.858
H -0.879 4.129 -3.515
H -1.737 5.884 -1.993
H -2.662 5.253 0.213
H -2.708 2.889 0.905
H -4.622 0.783 0.233
H -5.885 0.280 2.317
H -4.713 -0.659 4.267
H -2.632 -1.449 5.344
H -0.190 -1.802 5.214
H 1.076 -1.131 3.219
Se 2.627 4.455 -2.861
Sb 2.440 3.196 -0.805
Se 1.265 1.839 1.795
Se 1.701 0.803 -1.578
Se 4.877 2.512 -0.447
Br 2.700 -5.165 2.025
C 3.606 -3.513 1.803
C 4.831 -3.376 2.443
C 5.538 -2.190 2.330
C 5.018 -1.147 1.579
C 3.798 -1.290 0.943
C 3.077 -2.478 1.044
I 1.280 -2.612 0.019
H 5.221 -4.199 3.025
H 6.492 -2.087 2.831
H 5.552 -0.210 1.478
H 3.397 -0.467 0.365
F 0.605 -2.310 -5.209
B 0.164 -2.661 -3.927
F -0.049 -1.498 -3.156
F -1.050 -3.384 -4.028
F 1.118 -3.475 -3.286
*
```

[6]
# C5H12N2

An isolated molecule of C5H12N2 (ωB97M-V with the def2-TZVPD basis set, the Open Molecules 2025 dataset).

Output
SMILES ... CCC/C(N)=C/N
Molecular weight ... 100.16 g/mol
Energy above the lowest of the compared OMol25 structures with the same formula, charge and spin ... 19.7 kcal/mol

```
! RIJCOSX wB97M-V def2-TZVPD def2/J DEFGRID3
* xyz 0 1
C 3.010 0.468 -0.657
C 1.562 0.909 -0.457
C 0.892 0.004 0.605
C -0.550 -0.339 0.406
N -1.009 -1.632 0.770
C -1.375 0.468 -0.253
N -2.780 0.146 -0.293
H 3.643 1.244 -1.085
H 3.486 0.229 0.301
H 3.084 -0.430 -1.263
H 1.567 1.926 -0.067
H 0.997 0.787 -1.373
H 1.030 0.457 1.596
H 1.468 -0.926 0.685
H -1.957 -1.503 1.125
H -0.465 -2.007 1.540
H -1.120 1.426 -0.684
H -3.288 0.946 -0.651
H -2.972 -0.584 -0.983
*
```

- Which formula does entry 3 have?
  C4H8N4